# 1
74
Properties=species:S:1:pos:R:3:lowdin_charge:R:1 method="wB97M-V/def2-TZVPD" fmax_ha_per_bohr=0.039 multiplicity=5 gap_ev="7.099 / 3.668" e_tot_ha=-2429.1262 lumo_energy_ev="-8.3756 / -12.3971" total_charge=+3
Ir 0.220 -0.128 -0.733 0.799
P 1.125 -2.060 -1.587 0.660
P 1.488 1.476 -1.688 0.648
P -1.672 -0.044 -1.899 0.611
H 0.986 0.803 1.683 0.061
C 0.028 0.408 1.330 -0.239
C -0.134 -1.014 1.216 -0.219
H 0.700 -1.661 1.514 0.049
C 2.581 -2.604 -0.635 -0.216
C 1.791 -1.986 -3.286 -0.215
C -0.003 -3.498 -1.529 -0.217
C 1.316 3.078 -0.822 -0.210
C 3.257 1.033 -1.580 -0.219
C 1.210 1.732 -3.476 -0.210
C -2.891 -1.088 -1.032 -0.258
C -1.607 -0.695 -3.598 -0.214
C -2.141 1.714 -2.060 -0.273
H -0.855 1.036 1.487 0.049
H -1.129 -1.449 1.254 0.064
H 2.401 -2.517 0.444 0.031
H 3.455 -1.991 -0.894 0.052
H 2.788 -3.653 -0.890 0.076
H 2.611 -1.259 -3.342 0.044
H 1.008 -1.725 -4.008 0.039
H 2.194 -2.979 -3.532 0.082
H -0.401 -3.610 -0.511 0.059
H 0.575 -4.400 -1.778 0.076
H -0.832 -3.392 -2.242 0.040
H 1.831 3.870 -1.383 0.076
H 1.763 3.006 0.177 0.062
H 0.253 3.332 -0.717 0.042
H 3.818 1.657 -2.289 0.077
H 3.422 -0.025 -1.829 0.019
H 3.623 1.218 -0.562 0.045
H 1.977 2.422 -3.856 0.081
H 0.221 2.160 -3.672 0.036
H 1.311 0.780 -4.013 0.042
H -3.853 -1.023 -1.557 0.069
H -3.031 -0.758 0.008 -0.007
H -2.554 -2.134 -1.025 0.053
H -2.592 -0.549 -4.060 0.080
H -1.365 -1.765 -3.602 0.042
H -0.858 -0.153 -4.187 0.043
H -3.204 1.794 -2.321 0.050
H -1.536 2.192 -2.841 0.040
H -1.957 2.255 -1.122 0.015
C -5.470 1.979 1.567 -0.531
C -5.968 3.299 1.576 -0.033
C -6.804 3.723 2.605 0.013
C -7.188 2.820 3.607 0.065
C -6.806 1.468 3.525 0.027
C -5.967 1.046 2.491 -0.038
S -4.243 1.565 0.394 0.959
H -3.148 1.301 1.225 -0.032
H -5.653 3.986 0.787 0.131
H -7.137 4.772 2.611 0.148
H -7.793 3.165 4.453 0.154
H -7.156 0.756 4.275 0.143
H -5.663 0.003 2.395 0.129
C 2.873 -2.209 3.739 -0.061
C 3.174 -0.798 3.281 -0.264
O 3.541 -0.776 1.893 -0.226
C 4.853 -0.278 1.610 -0.268
C 5.957 -1.317 1.797 -0.057
H 2.023 -2.632 3.192 0.059
H 2.627 -2.208 4.802 0.090
H 3.747 -2.851 3.596 0.087
H 2.273 -0.177 3.378 0.101
H 3.990 -0.376 3.891 0.130
H 5.043 0.598 2.253 0.127
H 4.816 0.045 0.560 0.083
H 5.680 -2.294 1.385 0.080
H 6.866 -0.975 1.295 0.086
H 6.195 -1.438 2.860 0.084

# 2
88
Properties=species:S:1:pos:R:3:lowdin_charge:R:1 method="wB97M-V/def2-TZVPD" fmax_ha_per_bohr=0.130 gap_ev=5.888 e_tot_ha=-2959.0090 lumo_energy_ev=1.3843 total_charge=-1
C 4.501 1.309 4.891 -0.164
Si 3.671 1.009 3.217 0.430
C 3.372 -0.867 3.099 -0.162
C 1.991 1.875 3.207 -0.165
O 4.520 1.620 1.921 -0.216
C 5.483 0.710 1.331 -0.230
C 4.859 -0.021 0.159 -0.084
C 5.893 -0.805 -0.705 -0.410
C 4.993 -1.390 -1.825 -0.318
O 4.766 -0.769 -2.816 0.165
N 4.427 -2.710 -1.524 0.183
C 3.538 -3.173 -2.478 -0.519
O 3.689 -3.270 -3.653 0.164
F 2.362 -3.611 -1.916 0.062
C 6.694 -1.908 0.107 -0.163
O 8.002 -1.851 -0.402 -0.094
B 8.188 -0.407 -0.587 -0.600
O 6.870 0.030 -1.177 -0.028
H 3.779 1.703 5.608 0.021
H 4.860 0.364 5.312 0.022
H 5.377 1.949 4.782 0.028
H 2.962 -1.166 4.067 0.029
H 4.288 -1.413 2.884 0.027
H 2.621 -1.028 2.323 0.022
H 1.503 1.601 2.269 0.026
H 1.394 1.411 3.998 0.025
H 2.090 2.950 3.332 0.026
H 6.319 1.299 0.963 0.118
H 5.860 0.037 2.105 0.096
H 4.428 0.732 -0.507 0.136
H 4.049 -0.704 0.447 0.100
H 3.876 -2.572 -0.679 0.135
H 6.787 -1.704 1.185 0.109
H 6.383 -2.944 -0.060 0.110
H 8.215 0.105 0.548 0.065
H 9.140 -0.073 -1.257 0.054
O -3.764 -3.929 2.284 -0.224
P -3.215 -3.278 1.059 0.592
O -4.338 -3.626 -0.093 -0.208
C -5.601 -2.964 -0.029 -0.283
C -5.491 -1.481 -0.339 -0.083
O -2.022 -4.338 0.700 -0.241
C -1.628 -5.389 1.578 -0.277
C -2.391 -6.663 1.275 -0.074
O -2.489 -2.090 0.207 -0.236
C -1.403 -2.268 -0.721 -0.248
C -1.783 -3.029 -1.970 -0.064
H -6.048 -3.118 0.958 0.111
H -6.246 -3.446 -0.763 0.116
H -4.918 -0.958 0.430 0.057
H -6.481 -1.023 -0.391 0.082
H -4.979 -1.323 -1.288 0.070
H -1.736 -5.092 2.620 0.106
H -0.562 -5.557 1.409 0.119
H -3.468 -6.494 1.262 0.073
H -2.166 -7.432 2.015 0.075
H -2.119 -7.039 0.288 0.076
H -0.542 -2.705 -0.221 0.115
H -1.099 -1.260 -1.011 0.117
H -2.110 -4.044 -1.757 0.069
H -0.925 -3.091 -2.641 0.085
H -2.604 -2.532 -2.490 0.077
O -1.362 3.344 -1.556 -0.210
P -2.626 3.971 -2.033 0.595
O -2.992 5.046 -0.843 -0.212
C -2.186 6.220 -0.723 -0.284
C -2.379 7.179 -1.885 -0.085
O -3.667 2.747 -1.716 -0.243
C -3.230 1.447 -1.324 -0.269
C -3.156 1.330 0.184 -0.065
O -3.645 4.619 -3.138 -0.221
C -5.021 4.260 -3.307 -0.267
C -5.903 4.658 -2.145 -0.074
H -1.134 5.934 -0.631 0.113
H -2.478 6.707 0.207 0.116
H -2.014 6.746 -2.820 0.070
H -1.835 8.108 -1.710 0.077
H -3.435 7.408 -2.026 0.075
H -2.281 1.193 -1.793 0.106
H -3.968 0.738 -1.706 0.103
H -2.564 2.133 0.624 0.080
H -2.720 0.374 0.475 0.057
H -4.156 1.403 0.619 0.075
H -5.115 3.202 -3.545 0.112
H -5.354 4.799 -4.197 0.118
H -5.617 4.164 -1.219 0.068
H -6.939 4.390 -2.362 0.081
H -5.845 5.733 -1.967 0.077

# 3
71
Properties=species:S:1:pos:R:3:lowdin_charge:R:1 method="wB97M-V/def2-TZVPD" fmax_ha_per_bohr=0.051 gap_ev=5.418 e_tot_ha=-908.1952 lumo_energy_ev=-0.8310 de_lowest_kj_mol=521.0
B 4.242 2.072 2.866 -0.535
C 3.396 1.735 1.457 -0.302
C 1.826 1.552 1.924 -0.257
C 0.814 1.051 0.736 -0.250
C 1.380 -0.196 -0.171 -0.224
C 2.010 -1.444 0.684 -0.197
C 1.949 -2.854 -0.161 -0.227
C 3.391 -3.359 -0.762 -0.224
C 4.575 -3.568 0.348 -0.215
C 5.629 -2.326 0.503 -0.227
C 6.146 -1.661 -0.903 -0.212
C 5.226 -0.312 -1.219 -0.267
C 5.491 0.338 -2.701 -0.155
H 3.729 2.975 3.462 -0.028
H 4.300 1.111 3.576 -0.029
H 5.342 2.421 2.630 -0.042
H 3.573 2.678 0.752 0.093
H 3.883 0.760 1.015 0.040
H 1.768 0.886 2.912 0.114
H 1.454 2.631 2.260 0.105
H 0.524 1.924 0.005 0.098
H -0.166 0.650 1.282 0.080
H 0.436 -0.632 -0.758 0.083
H 2.090 0.259 -0.984 0.104
H 3.103 -1.281 1.068 0.090
H 1.341 -1.610 1.655 0.121
H 1.258 -2.632 -1.109 0.095
H 1.377 -3.725 0.421 0.110
H 3.187 -4.435 -1.238 0.110
H 3.658 -2.660 -1.661 0.099
H 4.102 -3.745 1.429 0.123
H 5.152 -4.558 0.086 0.105
H 5.266 -1.468 1.249 0.118
H 6.601 -2.779 1.030 0.111
H 6.026 -2.442 -1.766 0.107
H 7.243 -1.268 -0.745 0.114
H 4.093 -0.591 -1.134 0.069
H 5.534 0.498 -0.407 0.123
H 5.407 -0.438 -3.573 0.068
H 4.698 1.204 -2.919 0.077
H 6.545 0.881 -2.647 0.080
C -7.422 -0.517 0.135 -0.104
C -7.017 0.569 1.118 -0.234
C -6.272 1.785 0.553 -0.106
N -4.877 1.533 -0.096 -0.220
C -5.063 1.186 -1.584 -0.100
C -3.766 0.749 -2.253 -0.167
C -3.085 -0.372 -1.487 -0.181
C -2.804 0.055 -0.054 -0.172
C -4.088 0.456 0.664 -0.093
C -4.120 2.876 0.006 0.037
H -6.561 -1.058 -0.265 0.060
H -8.049 -1.259 0.641 0.087
H -7.998 -0.103 -0.698 0.085
H -6.452 0.125 1.947 0.112
H -7.940 0.948 1.575 0.124
H -6.106 2.480 1.383 0.129
H -6.883 2.305 -0.196 0.136
H -5.798 0.385 -1.655 0.113
H -5.477 2.071 -2.081 0.136
H -3.988 0.410 -3.272 0.130
H -3.081 1.598 -2.358 0.120
H -2.149 -0.651 -1.983 0.122
H -3.726 -1.263 -1.488 0.123
H -2.078 0.876 -0.039 0.097
H -2.340 -0.777 0.486 0.133
H -3.885 0.837 1.669 0.145
H -4.715 -0.434 0.744 0.117
H -3.983 3.115 1.064 0.113
H -4.724 3.646 -0.485 0.112
H -3.150 2.789 -0.485 0.099

# 4
75
Properties=species:S:1:pos:R:3:lowdin_charge:R:1 method="wB97M-V/def2-TZVPD" fmax_ha_per_bohr=0.045 multiplicity=7 gap_ev="3.692 / 5.936" e_tot_ha=-2426.5607 lumo_energy_ev="-8.9279 / -6.9527" total_charge=+2
Eu -0.197 -0.406 0.890 1.680
P 0.098 -2.323 -1.282 0.928
P 0.153 2.481 0.777 0.929
N 0.716 0.623 -1.605 -0.310
C 0.937 -1.625 -2.779 -0.287
H 1.858 -2.209 -2.951 0.095
H 0.274 -1.792 -3.642 0.081
C 1.306 -0.126 -2.725 -0.343
H 2.420 -0.051 -2.661 0.112
H 1.044 0.324 -3.729 0.131
C 0.882 2.069 -1.933 -0.329
H -0.104 2.455 -2.295 0.103
H 1.635 2.277 -2.727 0.127
C 1.279 2.840 -0.675 -0.314
H 1.327 3.917 -0.857 0.092
H 2.289 2.494 -0.383 0.086
C 1.077 3.350 2.129 -0.555
C 2.137 2.407 2.725 -0.122
H 2.844 2.031 1.977 0.064
H 1.679 1.544 3.243 0.054
H 2.720 2.953 3.479 0.097
C -1.305 3.517 0.360 -0.549
C -2.503 3.203 1.277 -0.116
H -3.417 3.197 0.668 0.091
H -2.632 3.987 2.033 0.080
H -2.436 2.229 1.791 0.032
C -1.513 -2.924 -1.943 -0.551
C -2.313 -3.718 -0.900 -0.109
H -3.335 -3.845 -1.275 0.095
H -2.383 -3.207 0.066 0.040
H -1.900 -4.724 -0.742 0.077
C 1.086 -3.807 -0.762 -0.553
C 0.627 -4.336 0.600 -0.121
H 1.470 -4.848 1.077 0.096
H -0.183 -5.071 0.501 0.080
H 0.291 -3.561 1.306 0.027
C 2.233 -0.622 0.417 -0.162
O 3.343 -0.533 0.181 0.135
C -0.965 5.013 0.256 -0.090
H 0.080 5.262 0.496 0.067
H -1.167 5.360 -0.769 0.096
H -1.611 5.595 0.926 0.087
C -1.461 -3.645 -3.311 -0.091
H -2.265 -4.399 -3.361 0.097
H -1.619 -2.928 -4.131 0.087
H -0.510 -4.166 -3.497 0.058
C 1.163 -4.931 -1.799 -0.099
H 1.844 -5.707 -1.417 0.099
H 0.190 -5.417 -1.969 0.081
H 1.566 -4.594 -2.765 0.083
C 0.155 3.890 3.225 -0.098
H -0.526 3.119 3.615 0.077
H 0.769 4.228 4.073 0.095
H -0.443 4.746 2.895 0.074
H 1.589 4.193 1.628 0.117
H 2.102 -3.390 -0.656 0.101
H -1.560 3.158 -0.651 0.092
H -2.044 -1.965 -2.112 0.076
H -1.057 0.442 -1.789 -0.004
H -1.815 0.374 -1.964 0.052
C 1.438 -1.726 3.652 -0.066
C 0.038 -1.433 4.161 -0.224
O -0.845 -1.158 3.054 -0.397
C -2.200 -0.911 3.482 -0.240
C -3.149 -0.966 2.309 -0.070
H 1.458 -2.456 2.836 0.057
H 2.027 -2.144 4.479 0.112
H 1.948 -0.811 3.320 0.054
H -0.378 -2.298 4.705 0.143
H 0.038 -0.571 4.842 0.140
H -2.465 -1.679 4.226 0.143
H -2.233 0.074 3.982 0.140
H -3.117 -1.936 1.796 0.073
H -4.171 -0.839 2.689 0.115
H -2.986 -0.173 1.558 0.050

# 5
89
Properties=species:S:1:pos:R:3:lowdin_charge:R:1 method="wB97M-V/def2-TZVPD" fmax_ha_per_bohr=0.059 gap_ev=7.406 e_tot_ha=-2651.1306 lumo_energy_ev=2.1259 total_charge=-1
C 0.316 2.043 1.797 -0.023
C 0.081 3.284 0.969 -0.607
O 0.160 3.217 -0.206 0.108
O -0.171 4.459 1.541 -0.075
C -1.182 4.373 2.604 -0.249
Al -3.117 4.472 1.987 0.372
S -3.947 2.264 1.753 0.507
O -2.927 1.269 1.991 -0.396
O -5.067 2.069 2.627 -0.403
F -4.563 2.052 0.246 -0.295
H 0.926 1.316 1.293 0.057
H -0.639 1.567 2.015 0.057
H 0.739 2.341 2.758 0.081
H -1.016 5.216 3.246 0.024
H -1.063 3.486 3.241 0.053
H -3.381 5.363 0.688 -0.105
H -4.028 5.105 3.142 -0.079
C 1.185 -2.777 3.409 -0.007
C 1.423 -1.289 3.365 -0.529
O 0.746 -0.540 2.678 0.030
N 2.439 -0.787 4.120 0.012
C 3.350 -1.504 4.989 -0.082
H 0.348 -3.023 2.761 0.074
H 2.068 -3.305 3.046 0.083
H 0.946 -3.100 4.424 0.085
H 2.542 0.213 4.039 0.140
H 3.257 -1.118 6.006 0.079
H 4.375 -1.343 4.649 0.080
H 3.141 -2.568 4.991 0.071
C 1.231 -3.945 -1.896 -0.022
C 1.521 -3.533 -0.476 -0.546
O 1.889 -4.339 0.375 -0.002
N 1.353 -2.227 -0.164 0.030
C 0.922 -1.141 -1.030 -0.052
H 1.407 -5.015 -1.994 0.075
H 0.189 -3.738 -2.144 0.087
H 1.886 -3.419 -2.589 0.062
H 1.554 -2.009 0.799 0.102
H 1.698 -0.374 -1.055 0.084
H 0.012 -0.700 -0.623 0.085
H 0.732 -1.490 -2.039 0.076
C 2.257 -3.687 -7.225 -0.012
C 1.854 -3.899 -5.787 -0.532
O 1.900 -2.999 -4.962 0.029
N 1.428 -5.140 -5.416 0.010
C 1.303 -6.327 -6.237 -0.084
H 2.565 -2.644 -7.347 0.034
H 3.094 -4.338 -7.484 0.085
H 1.414 -3.884 -7.891 0.087
H 1.176 -5.205 -4.442 0.119
H 0.264 -6.666 -6.225 0.080
H 1.931 -7.119 -5.824 0.079
H 1.601 -6.133 -7.262 0.068
C -2.397 -2.008 1.622 -0.001
C -2.900 -3.003 0.610 -0.539
O -2.213 -3.409 -0.316 0.019
N -4.179 -3.450 0.758 -0.001
C -5.142 -3.085 1.780 -0.079
H -1.372 -1.740 1.379 0.061
H -3.001 -1.100 1.602 0.066
H -2.414 -2.443 2.624 0.089
H -4.457 -4.113 0.052 0.131
H -5.444 -3.982 2.326 0.075
H -6.024 -2.652 1.305 0.081
H -4.727 -2.365 2.477 0.076
C -2.406 5.609 6.812 -0.005
C -2.862 6.415 5.619 -0.546
O -2.377 6.265 4.516 -0.017
N -3.856 7.328 5.814 0.010
C -4.557 7.647 7.040 -0.089
H -1.620 4.931 6.494 0.083
H -2.009 6.266 7.589 0.079
H -3.232 5.019 7.213 0.084
H -4.111 7.823 4.973 0.140
H -5.624 7.461 6.904 0.081
H -4.415 8.705 7.273 0.077
H -4.196 7.049 7.870 0.068
C 3.328 0.756 -6.084 0.003
C 3.741 0.025 -7.336 -0.521
O 3.103 -0.924 -7.768 0.012
N 4.858 0.452 -7.983 0.005
C 5.738 1.549 -7.625 -0.079
H 2.427 0.294 -5.691 0.088
H 4.111 0.688 -5.327 0.089
H 3.117 1.803 -6.305 0.087
H 5.072 -0.083 -8.810 0.137
H 5.762 2.272 -8.443 0.081
H 6.747 1.164 -7.471 0.081
H 5.405 2.046 -6.721 0.073

# 6
92
Properties=species:S:1:pos:R:3:lowdin_charge:R:1 method="wB97M-V/def2-TZVPD" fmax_ha_per_bohr=0.090 gap_ev=2.369 e_tot_ha=-4612.0824 lumo_energy_ev=-11.3252 total_charge=+2 de_lowest_kj_mol=1810.2
Y 0.988 -0.466 0.209 2.233
As 4.245 1.165 -4.975 0.928
F 5.530 1.941 -3.912 -0.331
F 5.126 -0.379 -4.923 -0.291
F 2.989 0.431 -6.037 -0.305
F 3.361 2.733 -4.982 -0.312
F 5.198 1.744 -6.430 -0.302
F 3.297 0.649 -3.510 -0.372
C -4.636 -3.173 1.237 0.008
C -3.971 -3.289 -0.139 -0.612
O -2.988 -2.686 -0.407 0.034
N -4.634 -4.106 -0.955 0.007
C -4.367 -4.416 -2.365 -0.038
H -5.712 -3.219 1.066 0.082
H -4.316 -2.282 1.777 0.081
H -4.305 -4.031 1.822 0.085
H -5.449 -4.522 -0.527 0.133
H -4.715 -3.627 -3.031 0.084
H -4.997 -5.289 -2.531 0.091
H -3.302 -4.545 -2.562 0.084
C 2.516 1.965 6.017 0.005
C 1.270 1.216 5.727 -0.594
O 1.089 0.627 4.644 -0.038
N 0.309 1.375 6.585 0.008
C -1.032 0.882 6.602 -0.053
H 3.271 1.633 5.305 0.089
H 2.749 1.550 6.998 0.095
H 2.358 3.043 6.051 0.097
H 0.509 2.022 7.334 0.152
H -1.655 1.775 6.577 0.094
H -1.247 0.241 7.458 0.091
H -1.296 0.189 5.804 0.085
C -4.489 3.447 1.165 0.005
C -3.156 3.544 1.896 -0.539
O -2.367 2.594 1.794 -0.025
N -2.939 4.566 2.745 0.023
C -3.840 5.674 3.077 -0.069
H -4.578 2.509 0.618 0.082
H -4.451 4.198 0.376 0.085
H -5.341 3.625 1.821 0.087
H -2.053 4.614 3.228 0.141
H -4.341 6.194 2.260 0.090
H -3.371 6.533 3.557 0.086
H -4.532 5.280 3.821 0.090
C -0.154 -5.068 4.675 -0.003
C 0.093 -5.176 3.173 -0.583
O 0.322 -4.166 2.542 -0.004
N -0.080 -6.401 2.689 0.014
C -0.028 -6.777 1.286 -0.056
H -1.154 -5.420 4.926 0.086
H -0.085 -4.067 5.100 0.078
H 0.561 -5.653 5.254 0.085
H 0.138 -7.076 3.409 0.146
H -0.627 -6.167 0.611 0.083
H -0.544 -7.736 1.236 0.089
H 0.983 -6.869 0.889 0.086
C -2.472 1.237 -4.863 0.018
C -1.924 2.288 -3.899 -0.576
O -1.292 1.847 -2.942 0.039
N -2.164 3.514 -4.115 0.054
C -1.627 4.635 -3.283 0.000
H -3.450 1.500 -5.265 0.083
H -2.717 0.293 -4.376 0.081
H -1.866 1.020 -5.742 0.097
H -2.613 3.730 -4.994 0.160
H -0.611 4.902 -3.573 0.094
H -1.466 4.301 -2.258 0.078
H -2.367 5.421 -3.433 0.093
C 2.999 6.042 1.408 0.006
C 3.413 4.909 0.524 -0.492
O 2.811 3.787 0.511 -0.036
N 4.434 5.108 -0.321 0.035
C 5.147 6.318 -0.569 -0.054
H 3.937 6.488 1.738 0.074
H 2.495 5.716 2.318 0.091
H 2.612 6.940 0.927 0.102
H 4.667 4.309 -0.893 0.158
H 5.432 6.863 0.330 0.094
H 4.571 6.953 -1.242 0.103
H 6.021 6.007 -1.142 0.105
C 2.021 -4.623 -5.110 0.019
C 2.594 -4.600 -3.646 -0.469
O 2.068 -3.846 -2.791 -0.014
N 3.517 -5.510 -3.285 0.036
C 3.970 -6.646 -4.157 -0.034
H 2.782 -4.142 -5.725 0.099
H 1.064 -4.124 -5.264 0.082
H 1.764 -5.632 -5.430 0.076
H 4.002 -5.532 -2.400 0.143
H 3.343 -7.476 -3.829 0.090
H 5.042 -6.823 -4.077 0.093
H 3.714 -6.526 -5.209 0.076